The following is a quantum chemistry calculation of C21H25BBaF7O25PPd as an isolated structure in a non-equilibrium geometry, from the Open Molecules 2025 dataset.

- total charge = +1
- HOMO energy (spin up / spin down) (eV) = -12.92 / -12.92
- Kohn-Sham gap (spin up / spin down) (eV) = 7.4 / 5.2
- spin multiplicity = 4

Last column: Mulliken charge in e.
Element x y z (Å)
Pd 1.69182 1.63033 -0.95131  -0.274
Ba -1.49811 3.99152 -0.14027  1.904
B 2.58806 2.66722 -2.65420  0.708
H 1.99867 1.92250 -3.16631  -0.329
H 1.91617 3.21376 -2.01069  -0.011
H 3.28068 2.10559 -2.04666  0.083
H 3.12476 3.24048 -3.39418  -0.092
P -0.50270 1.16114 0.04610  0.718
O -0.32938 1.98423 -1.33549  -0.153
O -1.98567 1.31323 0.46177  -0.720
O 0.45021 2.31681 0.59717  -0.555
O 0.44260 0.00710 -0.22691  0.415
C 4.73311 -0.81593 2.75355  -0.449
C 5.23992 0.46719 3.33842  0.209
O 4.46565 1.40084 2.61703  -0.317
C 3.77800 0.84911 1.54225  0.512
O 3.18753 1.57810 0.77303  -0.463
O 4.07094 -0.46365 1.51675  -0.156
F 6.57840 0.64777 3.16435  -0.313
H 4.01573 -1.44187 3.28427  0.267
H 5.54619 -1.53265 2.63819  0.459
H 5.20263 0.52976 4.42598  0.305
C 0.10128 1.00687 3.48184  0.127
C 0.60243 -0.35067 3.17458  0.933
O -0.48220 -1.10996 3.72317  -0.347
C -1.14755 -0.43629 4.66322  0.652
O -1.73654 -0.91347 5.55977  -0.490
O -0.76009 0.85515 4.60452  -0.415
F 1.81866 -0.63878 3.75789  -0.309
H -0.53141 1.38569 2.67915  -0.171
H 0.90261 1.74480 3.51954  0.506
H 0.59597 -0.61699 2.11763  -0.465
C 0.16113 -1.34403 -3.02507  0.671
C -0.88642 -1.56984 -4.12581  0.474
O -0.03796 -1.73354 -5.27478  -0.341
C 1.14813 -1.15475 -5.02407  0.561
O 2.03279 -0.96853 -5.87845  -0.592
O 1.28620 -0.89099 -3.76243  -0.383
F -1.61431 -0.42682 -4.28619  -0.259
H 0.61107 -2.23079 -2.57860  -0.324
H -0.12873 -0.62024 -2.26336  -0.375
H -1.59792 -2.38452 -3.99095  0.376
C 2.05087 -4.20196 -0.63495  -0.195
C 1.39925 -3.11008 0.16434  0.724
O 2.18685 -3.04784 1.27882  -0.144
C 3.35407 -3.63834 1.08793  0.521
O 4.39173 -3.67171 1.77883  -0.634
O 3.33244 -4.21406 -0.08020  -0.345
F 0.13471 -3.55576 0.40580  -0.313
H 1.93588 -4.04586 -1.70757  0.328
H 1.71153 -5.19974 -0.35680  0.302
H 1.35283 -2.12138 -0.29218  -0.316
C -2.22906 -1.69836 1.14569  1.823
C -2.98654 -1.81685 -0.16114  0.499
O -4.16650 -2.57128 0.12235  -0.373
C -3.92032 -3.22749 1.30652  0.502
O -4.63974 -4.01957 1.86185  -0.506
O -2.66362 -2.88577 1.73529  -0.385
F -2.30724 -2.47868 -1.09213  -0.318
H -2.53382 -0.89038 1.81082  -1.004
H -1.15505 -1.57396 1.00741  -0.925
H -3.25949 -0.83049 -0.53624  0.337
C -4.62135 1.41688 2.52523  0.340
C -4.36318 2.07696 3.79029  0.235
O -4.44077 1.01982 4.75474  -0.311
C -5.10153 0.01918 4.19847  0.678
O -5.60836 -0.99797 4.72193  -0.564
O -5.36462 0.27128 2.88546  -0.320
F -5.38498 2.84152 4.08619  -0.306
H -3.65396 1.11610 2.12303  -0.260
H -5.22436 2.05381 1.87807  0.260
H -3.42684 2.63237 3.84402  0.291
C 0.00578 2.22598 -4.93970  0.168
C 0.39832 3.68497 -4.80212  0.349
O -0.89190 4.32804 -5.04669  -0.355
C -1.56341 3.65859 -5.84382  0.524
O -2.55960 4.08125 -6.42109  -0.570
O -0.91410 2.40269 -6.04552  -0.378
F 1.24817 4.04767 -5.73287  -0.317
H -0.55729 1.96209 -4.04448  -0.169
H 0.85069 1.59817 -5.22268  0.328
H 0.85213 3.98524 -3.85767  0.218

Force components x, y, z for each atom (eV/Å):
Pd 2.5815 0.8956 -1.5252
Ba 0.2287 -0.4851 -0.1758
B 0.1748 0.9408 -1.3214
H -2.3243 -3.6651 -1.9124
H -2.5789 3.0973 3.0197
H 3.1617 -3.0188 3.1644
H 1.5760 2.2366 -2.1218
P -1.4815 1.9649 -1.1254
O -2.5691 -0.3929 -2.7191
O 2.9267 -0.2924 -0.2689
O -0.4178 0.4177 3.8224
O -0.8724 -1.1711 1.2573
C 0.3042 -1.9155 0.2070
C -0.3638 -0.6636 0.4578
O -0.8677 1.0104 -0.5126
C 3.1267 -0.6446 1.8981
O -0.2447 -1.0385 0.1674
O -0.9434 1.4310 -0.8751
F 0.0117 0.2193 -1.1256
H -0.1369 0.7460 0.5552
H 0.1282 0.2843 -0.9058
H -1.1548 0.3941 -0.1004
C -0.3478 1.4905 -0.6104
C -1.5150 -1.1580 -0.0061
O 1.3499 -1.4919 -1.3632
C 1.6526 0.1052 1.9142
O -1.2174 -0.1245 -0.1960
O 0.4264 1.3190 -0.1372
F -0.9168 0.1032 -0.2243
H -0.0247 -0.2895 -0.2866
H -0.0496 0.0104 1.0261
H 0.7158 0.0192 0.1128
C 0.2120 -0.5700 -0.0077
C 1.0655 -0.1297 -0.0633
O -1.5040 -0.1151 0.5380
C 3.3842 -0.0475 -4.6046
O -3.0621 -0.4285 2.7445
O 0.5588 1.6561 1.5574
F -0.0744 0.2274 -0.0188
H -1.1377 -0.4268 0.3693
H -0.0245 -0.1574 -0.3429
H 0.3831 -0.1255 -0.2549
C -0.3672 -0.6657 -0.0471
C -0.8559 -0.9349 -1.4755
O -0.5590 1.4289 2.9495
C 4.7134 -0.7574 1.5751
O -4.0569 0.8053 -1.3279
O 1.9280 -0.6258 -2.1421
F -0.3000 0.6072 0.7630
H 0.8330 -0.0775 0.0246
H -1.0708 0.2097 -0.2888
H -0.1992 -0.0350 -0.0053
C -0.8127 -0.1906 -0.1758
C -1.7408 1.7454 0.4690
O 1.0278 0.6448 0.7179
C -0.6735 -1.6596 0.9545
O 1.4592 1.8501 -1.4188
O 0.1167 -1.2263 1.3293
F 1.1566 -0.6576 -1.0823
H -0.3569 0.3676 -0.4197
H -0.0297 -0.8284 -0.0450
H -0.2887 -0.1550 -0.3405
C 0.1942 -0.9727 -1.4018
C 0.5549 -0.8271 1.7023
O 1.5368 0.5573 0.0183
C -4.0661 -5.1722 1.2138
O 2.7091 4.1664 -1.4299
O 0.4973 0.1085 -0.1528
F -1.6487 2.3615 0.5708
H -0.1321 -0.0244 -0.6540
H 0.2173 -0.1306 -0.2276
H 0.0919 -0.1286 0.4595
C -0.6467 1.6013 -0.9499
C -0.6822 -0.6334 1.1592
O 4.2477 3.2067 4.5610
C -3.9368 -2.8629 -5.5230
O 2.2691 -1.8341 1.4111
O -1.3762 0.4041 0.3187
F 0.8762 0.6250 -1.3972
H 0.2503 -0.6262 0.0458
H -0.3124 -0.1137 0.0425
H -0.7063 0.2327 0.2128

***

The following is a quantum chemistry calculation of C21H25CeNO3P2 as an isolated structure in a non-equilibrium geometry, from the Open Molecules 2025 dataset.

- total charge = +2
- HOMO energy (spin up / spin down) (eV) = -14.47 / -14.47
- Kohn-Sham gap (spin up / spin down) (eV) = 6.2 / 6.2

Last column: Mulliken charge in e.
Element x y z (Å)
C -0.04825 0.70102 -3.91935  -0.668
C 0.24016 0.67716 -2.55386  -0.341
C -0.85564 0.61036 -1.65358  0.767
C -2.16792 0.70251 -2.10510  -0.195
C -2.43061 0.72978 -3.47246  -0.765
C -1.36876 0.71211 -4.37865  -1.015
C -3.28003 0.58255 -1.06902  0.113
C -2.84877 1.15522 0.27640  -0.202
C -1.49909 1.07174 0.60589  0.912
C -1.00233 1.60226 1.82158  -0.295
C -1.93230 2.07391 2.74952  -0.644
C -3.30192 2.05433 2.46520  -1.010
C -3.76330 1.61170 1.22480  -0.754
H 0.77848 0.70719 -4.63382  0.498
H -3.46887 0.75712 -3.81166  0.507
H -1.56879 0.71294 -5.44999  0.416
H -4.15676 1.13566 -1.42046  1.134
H -1.57791 2.45104 3.71322  0.488
H -4.01401 2.39723 3.21526  0.412
H -4.82668 1.60733 0.97568  0.508
N -0.65400 0.34584 -0.27170  0.265
Ce 0.00969 -1.66978 0.24852  1.324
C 1.66503 0.69889 -2.03970  -1.033
H 1.76680 1.41648 -1.20866  0.319
H 2.36140 0.96937 -2.84531  0.599
C 0.48994 1.61642 2.08769  -1.146
H 1.02953 2.08146 1.24526  0.433
H 0.71164 2.16751 3.01237  0.538
P 2.24494 -0.94257 -1.37630  0.926
P 1.21415 -0.08036 2.27705  1.063
C 0.47646 -0.56494 3.87724  -1.158
H 0.25560 -1.64148 3.86613  0.311
H 1.19206 -0.34277 4.68034  0.422
H -0.46025 -0.02467 4.05779  0.330
C 2.93319 0.27539 2.74294  -1.400
H 2.99049 0.51681 3.81319  0.486
H 3.53166 -0.62328 2.54056  0.373
H 3.33480 1.10628 2.14729  0.376
C 2.42192 -1.91114 -2.91122  -1.213
H 3.39676 -1.70307 -3.37223  0.422
H 2.36467 -2.97550 -2.64281  0.391
H 1.61506 -1.68617 -3.61977  0.371
C 3.97518 -0.61729 -0.92519  -1.324
H 4.27817 -1.39176 -0.20701  0.378
H 4.61511 -0.67635 -1.81687  0.455
H 4.07927 0.36562 -0.44636  0.351
C -3.63273 -0.83575 -0.91233  -0.203
O -2.86156 -1.72409 -0.54972  -0.495
H -4.70133 -0.83414 -1.20509  0.414
O 1.48928 -3.48151 0.96257  -0.569
C 0.62361 -3.87382 1.81745  0.200
O -0.49174 -3.24743 1.96819  -0.503
H 0.82853 -4.76541 2.42609  0.433

Force components x, y, z for each atom (eV/Å):
C -0.0321 0.0378 -0.0035
C -0.2997 -0.3715 0.3245
C 0.5653 -0.5936 -0.2281
C -0.2983 -0.3424 -0.2905
C 0.0347 0.1997 0.1114
C 0.0199 0.0127 0.0766
C 1.3100 1.9969 0.0017
C -0.3367 -0.2527 0.2890
C 0.1047 -0.3119 0.6253
C -0.0721 -0.4764 -0.2343
C 0.0247 0.0052 -0.0634
C 0.0135 0.0085 -0.0318
C 0.1760 0.1335 -0.2206
H -0.2900 0.0922 0.1756
H 0.3643 0.0281 -0.0302
H 0.0591 0.0195 0.2958
H 0.0886 -0.1548 0.0392
H -0.1676 -0.0468 -0.3473
H 0.2002 -0.0733 -0.2006
H 0.2845 0.1228 0.2036
N 1.0421 0.5270 0.0942
Ce -1.8449 -0.2530 -0.1260
C 0.1168 -0.1482 0.1677
H -0.0082 -0.1026 -0.3569
H -0.1907 0.1039 0.2088
C 0.0671 -0.0970 -0.2353
H -0.2130 0.0395 0.3195
H -0.0220 -0.0555 -0.2857
P 0.4201 1.0239 -1.1736
P -0.3081 1.2407 1.0850
C -0.1261 -0.6569 0.1446
H 0.0384 0.3343 0.2756
H -0.3067 -0.0877 -0.1775
H 0.1759 -0.1333 -0.0921
C 0.5239 -0.3410 -0.3990
H -0.0283 0.0036 -0.3901
H 0.0391 0.2940 0.1865
H -0.0865 -0.2294 0.1528
C -0.2062 -0.5952 0.0950
H -0.3306 -0.0552 0.0785
H 0.1557 0.1837 -0.3238
H 0.1517 -0.0568 0.1813
C 0.1472 -0.2195 0.5849
H 0.1668 0.2334 -0.2158
H -0.2147 0.1084 0.3160
H -0.0217 -0.2643 -0.1289
C 0.2315 -0.7049 0.1817
O -0.9812 0.8251 -0.4386
H 0.0646 -2.0122 0.3975
O -1.0915 0.4555 0.3631
C -0.2164 0.3547 -0.3212
O 1.1560 0.1218 -0.5779
H -0.0488 0.1296 -0.0828